1.
Density functional theory data (ωB97M-V/def2-TZVPD) for the molecule C3H4N2O2 at a distorted geometry.

Atoms and positions in Å:
C -1.6638 0.0783 0.0214
C -0.2570 -0.3540 -0.1002
N 0.1175 -1.7002 -0.0652
N 1.4139 -1.7618 -0.0315
O 1.9108 -0.5442 0.0332
C 0.9091 0.3386 -0.0322
O 1.2522 1.5860 -0.0791
H -2.1021 -0.2045 1.0242
H -2.1745 -0.2859 -0.8410
H -1.6760 1.1430 -0.0794
H 2.2699 1.7048 0.1497

Cartesian forces, eV/Å:
0.3 0.0 0.8
0.7 -0.8 0.9
1.9 1.0 -0.3
-2.6 -2.5 0.3
0.9 1.7 -0.4
-0.2 -1.8 0.0
3.0 2.5 0.7
0.3 0.1 -1.4
-1.0 -0.6 -0.2
-0.2 0.8 0.2
-3.1 -0.5 -0.7

Lowest unoccupied orbital energy: 0.3 eV
Energy relative to the best compared isomer or geometry (same formula, charge and spin): 84.56 kcal per mole
Kohn-Sham gap: 9.563 eV
SMILES: Cc1nnoc1O
Calculated total energy: -10248.598 eV

***

2.
Density functional theory data (ωB97M-V/def2-TZVPD) for a cluster of 2 separate species, C4H12N2O in total at a distorted geometry.

Atoms and positions in Å:
C -0.8183 1.3950 -1.7128
C -0.9236 -0.0894 -1.3460
C -0.2988 -0.4427 0.0106
N 0.2198 -1.7304 -0.0368
C -0.6776 0.3674 1.0074
N -0.2633 0.0325 2.3245
H -0.9154 1.5256 -2.8043
H 0.1979 1.6168 -1.4600
H -1.5250 2.0703 -1.1685
H -0.4347 -0.6041 -2.2298
H -1.8855 -0.6254 -1.3990
H 0.5955 -2.0447 -0.9173
H 0.8276 -2.0709 0.6936
H -1.3278 1.1964 0.7880
H -0.6230 0.5340 3.1224
H -0.4614 -0.9407 2.5489
O 3.1231 -0.0078 1.0463
H 2.3358 0.5519 1.0641
H 2.8547 -0.7337 0.4686

Cartesian forces, eV/Å:
-1.2 -0.2 -0.1
0.4 -1.1 -1.2
-1.7 0.8 -2.4
0.8 -0.6 1.0
1.2 -1.4 0.7
-0.2 -0.5 0.7
-0.3 0.1 0.5
0.5 0.7 0.2
0.7 -0.5 -0.5
0.3 0.3 1.2
-0.3 0.9 0.1
-0.2 0.4 -0.2
-0.2 0.3 0.4
0.2 0.2 0.2
-0.1 0.6 -0.4
0.2 0.1 -0.3
-0.2 -0.1 -0.2
0.0 0.0 0.2
0.1 0.1 0.1

Lowest unoccupied orbital energy: 0.9 eV
Energy relative to the best compared isomer or geometry (same formula, charge and spin): 42.60 kcal per mole
Kohn-Sham gap: 8.374 eV
SMILES: CC/C(N)=C/N.O
Calculated total energy: -9369.346 eV

***

3.
Density functional theory data (ωB97M-V/def2-TZVPD) for a structure of composition C21H21NSSr at a distorted geometry.

Atoms and positions in Å:
C 0.5889 -1.2530 -1.8810
C 0.2701 2.0066 -2.0766
C -0.6423 -1.3846 -2.4950
H 1.0312 -2.2075 -1.3705
C -0.9129 1.8354 -1.4459
H 0.7186 3.0620 -2.0842
H -0.7643 -2.3382 -2.9017
H -1.2794 2.6797 -0.8011
C -1.5997 -0.3397 -2.6501
H -2.5515 -0.8062 -2.7795
H -1.3992 0.2466 -3.5217
C 1.5976 -0.1570 -1.8816
H 2.4287 -0.6319 -2.3659
H 2.0054 0.2859 -0.9597
C 1.1367 0.9240 -2.7846
H 0.5894 0.5894 -3.6853
H 1.9962 1.5367 -3.1520
C -1.7590 0.5632 -1.3927
H -2.7837 0.9298 -1.3096
H -1.5085 0.0619 -0.4593
Sr 1.9613 -0.7497 1.7265
H 0.6160 -0.9432 0.6752
S -1.3823 -1.0804 4.0724
C -1.3645 -2.7123 3.4063
C -1.6258 -3.9062 4.1007
C -1.3448 -5.1207 3.4426
C -0.8622 -5.1251 2.1197
C -0.6230 -3.9345 1.4482
C -0.8503 -2.7501 2.1225
N -0.3555 -1.4966 1.7072
C -0.6118 -0.5120 2.6022
C 0.0674 0.7931 2.5239
C 0.6757 1.3357 3.6973
C 1.7655 2.1872 3.5399
C 2.2370 2.5015 2.2642
C 1.5862 2.0447 1.1179
C 0.5336 1.2015 1.2755
H -2.0203 -3.8654 5.1379
H -1.5188 -6.0725 3.9895
H -0.6823 -6.0909 1.6453
H -0.2630 -3.9030 0.4334
H 0.3061 1.0170 4.6746
H 2.2284 2.6034 4.4306
H 3.0722 3.1687 2.1625
H 1.9037 2.3332 0.1275

Cartesian forces, eV/Å:
-0.6 -2.8 1.1
-0.3 0.8 0.1
4.7 0.0 2.1
-0.7 1.2 -1.7
0.9 0.4 0.3
-0.6 -1.6 0.2
-1.1 -1.7 0.1
0.3 -0.8 -0.9
-1.4 1.4 0.8
-0.8 -0.3 -0.4
-0.2 0.7 -0.6
-0.6 0.1 -0.1
0.8 -0.4 -0.3
-0.6 -0.3 0.1
-0.5 3.5 -0.9
0.6 -0.2 0.5
-0.4 -0.7 0.1
0.7 1.3 -0.6
-0.1 -0.3 -0.1
0.0 -0.3 0.0
4.2 -0.1 2.2
-1.8 0.3 -3.5
-0.1 -0.6 -0.3
-0.4 -0.9 1.5
-0.1 -0.1 -0.2
-0.4 0.2 0.6
-0.3 -0.2 0.4
-0.2 -0.7 0.0
1.0 1.8 -0.1
-2.5 -0.3 1.6
0.6 -0.1 -0.3
0.3 -0.6 0.4
-0.5 0.3 0.2
-0.6 -0.5 0.5
0.6 0.5 -0.1
0.2 0.5 0.9
-1.8 -1.1 -1.5
0.4 -0.2 -0.9
0.2 0.8 -0.6
0.0 0.3 0.0
0.1 -0.1 -0.2
0.3 0.4 -0.1
0.1 -0.1 -0.2
0.5 0.2 0.1
0.1 0.3 -0.2

Lowest unoccupied orbital energy (alpha / beta): -0.6 / -0.6 eV
Energy relative to the best compared isomer or geometry (same formula, charge and spin): 102.32 kcal per mole
Kohn-Sham gap (alpha / beta): 4.407 / 3.904 eV
Calculated total energy: -35268.611 eV

***

4.
Density functional theory data (ωB97M-V/def2-TZVPD) for a cluster of 2 separate species, C4H5FN2O in total at a distorted geometry.

Atoms and positions in Å:
C 2.3793 -0.3404 0.8764
N 1.7284 0.5667 0.2679
C 0.3967 0.9088 0.1462
C -0.3977 0.9773 -0.9148
F -1.6348 1.5319 -0.6655
H 1.8890 -1.0796 1.4456
H 3.4075 -0.3756 0.6460
H -0.0806 1.0008 1.1302
H 0.0325 0.8855 -1.9148
N -2.0851 -1.3281 -0.9394
C -1.8416 -1.0518 0.1948
O -1.5115 -1.0544 1.3217
H -2.2819 -0.6411 -1.5943

Cartesian forces, eV/Å:
-2.2 1.6 -1.5
1.3 0.1 -1.6
-0.5 -1.2 2.4
1.8 1.3 0.6
0.4 -0.6 -0.9
-0.4 -1.1 0.9
1.3 -0.1 0.4
-0.1 0.6 -0.3
-1.1 0.1 0.0
-0.3 -1.2 -0.4
1.0 -1.1 2.7
-0.6 0.4 -0.8
-0.5 1.2 -1.5

Lowest unoccupied orbital energy: 0.5 eV
Energy relative to the best compared isomer or geometry (same formula, charge and spin): 55.79 kcal per mole
Kohn-Sham gap: 9.355 eV
SMILES: C=N/C=C/F.N=C=O
Calculated total energy: -11971.624 eV